(1)
# C3H7N2O

A 2-piece molecular cluster, C3H7N2O overall in a non-equilibrium geometry (ωB97M-V/def2-TZVPD, the OMol25 dataset).

relative energy (zero: lowest compared OMol25 entry of this formula, charge and spin)	1.5141	eV
orbital gap	9.3	eV

The geometry in ORCA input format:
```
! wB97M-V def2-TZVPD RIJCOSX def2/J DEFGRID3
* xyz 1 1
C -0.3888 1.1664 1.3168
C -1.4090 1.1000 2.2867
C 1.5514 -2.0353 -2.8844
N -0.4955 0.9290 0.0981
N 2.5557 -2.6074 -3.1164
O 0.8433 -1.3614 -2.2518
H 0.5836 1.3800 1.6788
H -1.1534 0.2490 2.8836
H -1.5378 1.9296 3.0726
H -2.4050 0.9441 1.7897
H 2.7994 -3.1891 -3.9818
H -1.2956 0.6696 -0.4570
H 0.3519 0.8255 -0.4348
*
```



(2)
# C3H7N2O

C3H7N2O as an isolated structure in a non-equilibrium geometry (ωB97M-V/def2-TZVPD, the OMol25 dataset).

relative energy (zero: lowest compared OMol25 entry of this formula, charge and spin)	5.8708	eV
orbital gap (spin up / spin down)	10.3 / 6.7	eV

The geometry in ORCA input format:
```
! wB97M-V def2-TZVPD RIJCOSX def2/J DEFGRID3
* xyz 1 1
C 1.9479 -0.4908 0.2328
C 0.8002 -0.4673 -0.7606
C 0.0305 0.8952 -0.6575
N 2.6584 0.3882 0.5676
N -0.8898 0.6806 1.0150
O 0.6406 1.9390 -0.5410
H 2.0707 -1.4811 0.5176
H 1.5231 -0.5302 -1.6113
H 0.0300 -1.2459 -0.7320
H -0.8306 0.8933 -1.2424
H -1.7491 1.1873 0.8459
H -0.4082 1.2331 1.7241
H -0.9609 -0.3070 1.1968
*
```



(3)
# C3H7N2O

A 2-piece molecular cluster, C3H7N2O overall in a non-equilibrium geometry (ωB97M-V/def2-TZVPD, the OMol25 dataset).

relative energy (zero: lowest compared OMol25 entry of this formula, charge and spin)	6.0947	eV
orbital gap (spin up / spin down)	9.5 / 9.5	eV

The geometry in ORCA input format:
```
! wB97M-V def2-TZVPD RIJCOSX def2/J DEFGRID3
* xyz 1 1
C -0.6239 1.7844 0.0153
C 1.6270 -1.3938 -0.0386
C -1.4166 -0.4488 -0.0116
N -0.4115 0.5396 -0.0500
N 1.6242 -0.0886 -0.0734
O 2.1404 0.9502 -0.0292
H -1.5959 2.1697 0.1835
H 0.2925 2.3589 -0.0012
H 2.6230 -1.7895 -0.0937
H 0.6512 -1.7775 0.0460
H -2.3919 -0.1519 0.1760
H -1.3777 -0.9906 -0.8727
H -1.1407 -1.1621 0.7497
*
```



(4)
# C3H7N2O2

An isolated ion of composition C3H7N2O2 and charge +1 in a non-equilibrium geometry (ωB97M-V/def2-TZVPD, the OMol25 dataset).

relative energy (zero: lowest compared OMol25 entry of this formula, charge and spin)	0.9160	eV
orbital gap	12.5	eV

The geometry in ORCA input format:
```
! wB97M-V def2-TZVPD RIJCOSX def2/J DEFGRID3
* xyz 1 1
N 2.5980 0.2627 -0.2949
C 1.3709 -0.0001 0.1014
O 1.0085 -1.2379 0.0161
O 0.6269 0.9512 0.5411
C -1.0934 0.6368 0.5006
C -1.7392 0.0882 -0.6796
N -1.4660 -0.6926 0.5301
H 3.1902 -0.5030 -0.5932
H 2.9654 1.2021 -0.2735
H 0.0559 -1.3954 0.2894
H -1.3960 1.4517 1.1375
H -2.7447 0.4351 -0.8821
H -1.1775 -0.2055 -1.5546
H -2.1988 -0.9933 1.1617
*
```



(5)
# C3H7N2O3

A 2-piece molecular cluster, C3H7N2O3 overall in a non-equilibrium geometry (ωB97M-V/def2-TZVPD, the OMol25 dataset).

relative energy (zero: lowest compared OMol25 entry of this formula, charge and spin)	1.1760	eV
orbital gap	9.0	eV

The geometry in ORCA input format:
```
! wB97M-V def2-TZVPD RIJCOSX def2/J DEFGRID3
* xyz -1 1
N 0.5022 2.9379 -1.5115
C 0.3438 1.6946 -0.8430
O 1.0925 0.7298 -1.2205
O -0.6010 1.6361 0.0268
H -0.0160 3.6577 -1.0138
H 1.4154 3.2497 -1.7286
C -0.7272 -1.5229 1.7176
N -0.4393 -1.0069 0.4628
C 0.2269 -1.9234 -0.4391
O -0.5246 -2.6992 2.0503
H -1.2018 -0.8307 2.3937
H -0.5967 0.0403 0.2799
H -0.0599 -2.9739 -0.0884
H 1.2652 -1.7899 -0.4530
H -0.0431 -1.6934 -1.5144
*
```



(6)
# C3H7N2O3

An isolated ion of composition C3H7N2O3 and charge +1 in a non-equilibrium geometry (ωB97M-V/def2-TZVPD, the OMol25 dataset).

relative energy (zero: lowest compared OMol25 entry of this formula, charge and spin)	0.9422	eV
orbital gap (spin up / spin down)	8.0 / 6.0	eV
⟨S²⟩	2.01

The geometry in ORCA input format:
```
! wB97M-V def2-TZVPD RIJCOSX def2/J DEFGRID3
* xyz 1 3
C 0.5494 0.4832 0.1546
C -0.8673 -1.1600 -0.6657
C -0.5996 -0.2989 0.5633
N 0.4438 1.7176 -0.0740
N 2.0102 -0.1746 -0.1659
O 2.0658 -1.3539 -0.0206
O 2.8772 0.5940 -0.4399
O -1.6154 0.6151 0.9112
H -1.1608 -0.4996 -1.4092
H 0.0330 -1.7577 -1.0266
H -1.6694 -1.8799 -0.4308
H -0.6193 -1.1108 1.3762
H -0.4139 2.1055 0.1300
H 1.2312 2.4606 -0.4695
H -2.2650 0.2596 1.5669
*
```



(7)
# C3H7N2O4

An isolated ion of composition C3H7N2O4 and charge +1 in a non-equilibrium geometry (ωB97M-V/def2-TZVPD, the OMol25 dataset).

relative energy (zero: lowest compared OMol25 entry of this formula, charge and spin)	8.9081	eV
orbital gap (spin up / spin down)	8.3 / 7.9	eV

The geometry in ORCA input format:
```
! wB97M-V def2-TZVPD RIJCOSX def2/J DEFGRID3
* xyz 1 1
C -1.3125 0.8654 0.0776
C -0.0540 0.1689 -0.5218
O -0.1966 -1.1205 -1.0420
C 1.1285 0.2624 0.3131
N 2.0438 -1.0159 0.3579
O 3.1517 -1.1613 0.9989
N 1.5890 1.2923 1.1741
O 1.2064 2.4081 0.9236
O 2.4899 0.9816 1.9104
H -1.4068 0.4917 1.0357
H -1.0394 1.8231 0.3457
H -2.0826 0.7118 -0.6161
H 0.1167 0.8486 -1.4603
H -1.0822 -1.2476 -1.4028
H 1.8684 -1.7236 -0.4546
H 3.4375 -0.4640 1.6602
*
```



(8)
# C3H7N2OS

A 2-piece molecular cluster, C3H7N2OS overall in a non-equilibrium geometry (ωB97M-V/def2-TZVPD, the OMol25 dataset).

relative energy (zero: lowest compared OMol25 entry of this formula, charge and spin)	4.4880	eV
orbital gap (spin up / spin down)	8.1 / 8.6	eV
⟨S²⟩	2.07

The geometry in ORCA input format:
```
! wB97M-V def2-TZVPD RIJCOSX def2/J DEFGRID3
* xyz 1 3
C 3.3476 0.2434 -0.5220
C -1.9924 0.2118 -0.3206
C 1.3937 -0.4205 0.6186
N -1.2364 0.4499 0.6704
N -3.1226 -0.4628 -0.1822
O 0.8728 -1.5284 0.1907
S 0.2512 0.9951 0.2590
H 3.0732 1.3151 -0.8701
H 4.4550 0.2564 -0.1604
H -1.6253 0.5025 -1.3648
H -3.8734 -0.2172 -0.8154
H -3.3936 -0.5749 0.8154
H 1.2676 -2.4149 0.2894
H 0.5826 1.6444 1.3920
*
```